(1)
Here is a 2-piece molecular cluster, C2H3ClN2O overall from the OMol25 dataset. Energies are from wB97M-V/def2-TZVPD.

Atoms and positions in Å:
C -1.31537 -1.68445 0.28300
C 1.32108 0.65501 -0.50021
N -0.35482 -1.87325 -0.29560
N 0.52685 0.94493 0.44021
O -0.74429 1.42727 0.06661
Cl 2.76607 -0.14114 -0.17417
H -2.25001 -1.50036 0.77445
H 1.22949 0.85456 -1.57643
H -1.17899 1.31742 0.98213

Forces on the atoms, in the same order (eV/Å):
C -1.07 0.15 0.37
C -1.17 0.92 -0.72
N 0.77 -0.30 -0.42
N 0.30 -0.58 -0.08
O -0.08 -0.42 2.14
Cl 0.92 -0.29 0.52
H 0.23 -0.06 -0.02
H -0.60 -0.04 0.48
H 0.71 0.61 -2.27

The SMILES is O/N=C/Cl.C#N. The molecular weight comes out at 106.5 g/mol. As for the HOMO energy: -9.81 eV. For the total energy, the calculation gives -722.84735 Ha. As for the multiplicity: 1. The net charge is 0.

(2)
Here is one molecule with the formula C24H26N2O4 from the OMol25 dataset. Energies are from wB97M-V/def2-TZVPD.

Atoms and positions in Å:
C 3.68065 -1.37573 1.77272
C 4.25082 -1.49624 3.18156
C 3.18226 -1.71662 4.25377
C 2.34821 -0.47507 4.56892
H 1.72153 -0.67190 5.44566
H 2.99011 0.38829 4.75746
O 1.50700 -0.07858 3.48789
C 0.36826 -0.76367 3.32842
O -0.00503 -1.64083 4.07611
C -0.40828 -0.33439 2.14363
C -0.03009 0.72145 1.39077
C -0.74712 1.29827 0.29105
C -2.10942 1.37906 0.10410
N -2.39887 2.00234 -1.06534
C -1.22447 2.32478 -1.69214
C -1.00104 2.92549 -2.92470
C 0.30861 3.10161 -3.31963
C 1.37278 2.69224 -2.51186
C 1.15639 2.09905 -1.28812
C -0.15598 1.91392 -0.86160
H 1.98333 1.77609 -0.67471
H 2.38250 2.84215 -2.86366
H 0.51919 3.56354 -4.27341
H -1.82062 3.23695 -3.55537
C -3.71260 2.24980 -1.58403
H -3.84125 1.75381 -2.54924
H -3.87801 3.32171 -1.71908
H -4.45422 1.86192 -0.88848
H -2.89554 1.04880 0.75600
H 0.92783 1.16647 1.61791
N -1.54922 -1.11894 1.93249
C -2.00892 -1.67780 0.77139
O -3.06233 -2.28299 0.75523
C -1.16715 -1.48032 -0.43914
C 0.20909 -1.69326 -0.41938
C 0.96522 -1.45319 -1.54353
C 0.36660 -0.98827 -2.71713
C -1.01586 -0.83678 -2.75883
C -1.76983 -1.09840 -1.63001
H -2.84383 -0.99011 -1.65917
H -1.51175 -0.51627 -3.66147
O 1.21036 -0.73144 -3.74904
C 0.67791 -0.20096 -4.93883
H -0.01450 -0.90095 -5.41755
H 0.17167 0.75226 -4.75539
H 1.53120 -0.03657 -5.59485
H 2.03261 -1.60634 -1.54033
H 0.68693 -2.05653 0.47766
H -1.96525 -1.49167 2.78038
H 2.51038 -2.52112 3.94915
H 3.66605 -2.01977 5.18446
H 4.82109 -0.59614 3.42301
H 4.94178 -2.34217 3.20981
H 3.11204 -2.26785 1.51724
H 4.48591 -1.26623 1.04941
H 3.02449 -0.51397 1.69041

Forces on the atoms, in the same order (eV/Å):
C 0.19 0.08 0.10
C -0.21 -0.12 0.02
C 0.00 0.38 -0.17
C 0.16 -0.45 0.57
H 0.12 0.13 -0.11
H -0.07 -0.07 -0.01
O -0.17 0.14 -0.26
C 0.06 -0.14 0.19
O 0.07 0.14 -0.12
C 0.31 0.63 -0.36
C -0.11 -0.46 0.61
C -0.55 0.33 -0.20
C 0.46 0.09 0.44
N 0.06 -0.03 0.03
C 0.55 0.03 0.08
C -0.12 0.04 -0.09
C -0.12 0.07 -0.10
C 0.21 -0.01 0.04
C -0.03 0.07 -0.04
C -0.41 0.03 -0.13
H 0.13 -0.06 0.05
H 0.10 0.01 -0.01
H 0.00 0.04 -0.07
H -0.08 0.05 -0.08
C -0.25 0.12 -0.21
H -0.04 0.00 0.03
H -0.03 -0.06 0.01
H 0.03 0.01 -0.02
H -0.19 -0.10 0.07
H 0.09 -0.05 0.09
N -0.09 -0.04 0.70
C 0.03 -0.05 -0.24
O -0.15 0.01 -0.07
C -0.02 -0.36 -0.34
C -0.18 -0.07 -0.12
C 0.06 0.05 -0.23
C 0.03 -0.09 0.17
C 0.12 0.05 -0.32
C 0.09 -0.18 0.30
H -0.12 0.01 -0.01
H -0.01 0.05 -0.10
O 0.07 -0.16 0.33
C -0.12 0.11 -0.20
H 0.02 0.02 0.02
H 0.01 -0.06 -0.01
H -0.08 0.00 0.00
H 0.15 -0.03 0.00
H 0.07 0.00 0.08
H -0.02 -0.01 -0.22
H -0.01 -0.07 0.10
H -0.06 -0.03 0.06
H 0.11 -0.01 0.04
H 0.07 0.07 0.02
H -0.10 -0.10 -0.07
H 0.02 -0.01 -0.13
H -0.06 0.05 -0.10

The SMILES is CCCCOC(=O)/C(=C/c1cn(C)c2ccccc12)NC(=O)c1ccc(OC)cc1. The molecular weight comes out at 406.5 g/mol. As for the HOMO energy: -7.60 eV. For the total energy, the calculation gives -1340.64666 Ha. As for the multiplicity: 1. The net charge is 0.

(3)
Here is an isolated ion of composition C4H3N2O3 and charge +1 from the OMol25 dataset. Energies are from wB97M-V/def2-TZVPD.

Atoms and positions in Å:
C -0.58454 2.12520 2.21974
C -1.23125 0.99091 1.56683
C 0.85480 -0.45698 -0.52305
C -0.69944 0.35614 0.14261
N 0.05417 3.02367 2.53891
N -2.21134 0.43551 1.94123
O -3.15171 -0.11728 2.28827
O 1.85622 -0.37635 0.22684
O 0.47526 -0.84932 -1.57032
H -1.29037 -0.44934 -0.28050
H -0.98407 1.24357 -0.48368
H 2.65799 -0.80927 0.01387

Forces on the atoms, in the same order (eV/Å):
C -0.45 -1.09 -1.19
C 7.81 1.62 -4.75
C -3.24 1.23 -1.25
C -0.37 2.16 0.95
N 0.13 0.32 0.34
N -4.03 -1.87 2.57
O -2.73 -1.52 0.92
O -0.87 1.27 1.89
O 1.39 -0.32 0.70
H -0.71 -0.13 1.01
H 1.41 -0.54 -0.17
H 1.65 -1.14 -0.99

The molecular weight comes out at 127.1 g/mol. As for the HOMO energy (alpha / beta): -14.50 / -15.29 eV. For the total energy, the calculation gives -488.87983 Ha. As for the multiplicity: 3. The net charge is +1.

(4)
Here is an isolated ion of composition C6H15N2 and charge +1 from the OMol25 dataset. Energies are from wB97M-V/def2-TZVPD.

Atoms and positions in Å:
C 0.97835 1.70415 2.13029
C 1.57657 1.50922 0.74639
C 0.61826 1.82191 -0.45945
C 0.69533 0.72066 -1.58332
C -0.35200 -0.34240 -1.23736
N -0.21366 -0.94073 0.00890
C -1.34903 -1.68038 0.47845
N -1.82006 -2.87053 -0.22922
H 0.06299 1.12030 2.24447
H 1.75330 1.77868 2.88376
H 0.50396 2.70974 2.18900
H 2.52802 2.01737 0.62112
H 1.68803 0.42503 0.64047
H 0.85752 2.85664 -0.69482
H -0.42775 1.76459 -0.12265
H 0.49904 1.20108 -2.54011
H 1.72086 0.34894 -1.56552
H -0.29982 -1.18073 -1.98000
H -1.33788 0.12498 -1.41949
H -1.09697 -1.99716 1.48967
H -2.25354 -1.05748 0.60095
H -2.51087 -2.70639 -0.94234
H -1.04233 -3.44426 -0.52908

Forces on the atoms, in the same order (eV/Å):
C -0.93 2.54 -0.93
C -1.17 -1.53 -0.65
C 0.11 -0.33 1.21
C 0.79 1.20 1.00
C 1.00 1.10 -0.43
N -1.18 -0.17 -1.65
C -0.85 -0.98 2.03
N 1.01 0.88 -0.12
H 0.60 -0.80 0.64
H -0.27 -0.93 0.45
H 0.45 -0.12 -0.17
H 0.06 -0.08 -0.06
H 0.94 0.11 0.27
H -0.40 -0.13 -0.94
H 0.16 0.55 0.23
H -0.19 -0.48 -0.19
H -0.14 -0.28 -0.31
H -0.01 -0.06 0.16
H -0.39 -0.73 0.19
H 0.11 -0.03 -0.01
H 0.45 0.53 -0.19
H 0.00 -0.02 -0.34
H -0.17 -0.25 -0.18

The molecular weight comes out at 115.2 g/mol. As for the HOMO energy: -14.27 eV. For the total energy, the calculation gives -346.68781 Ha. As for the multiplicity: 1. The net charge is +1.

- Number 2 is which compound?
  C24H26N2O4

What did the first record say?
Here is a 2-piece molecular cluster, C2H3ClN2O overall from the OMol25 dataset. Energies are from wB97M-V/def2-TZVPD.

Atoms and positions in Å:
C -1.31537 -1.68445 0.28300
C 1.32108 0.65501 -0.50021
N -0.35482 -1.87325 -0.29560
N 0.52685 0.94493 0.44021
O -0.74429 1.42727 0.06661
Cl 2.76607 -0.14114 -0.17417
H -2.25001 -1.50036 0.77445
H 1.22949 0.85456 -1.57643
H -1.17899 1.31742 0.98213

Forces on the atoms, in the same order (eV/Å):
C -1.07 0.15 0.37
C -1.17 0.92 -0.72
N 0.77 -0.30 -0.42
N 0.30 -0.58 -0.08
O -0.08 -0.42 2.14
Cl 0.92 -0.29 0.52
H 0.23 -0.06 -0.02
H -0.60 -0.04 0.48
H 0.71 0.61 -2.27

The SMILES is O/N=C/Cl.C#N. The molecular weight comes out at 106.5 g/mol. As for the HOMO energy: -9.81 eV. For the total energy, the calculation gives -722.84735 Ha. As for the multiplicity: 1. The net charge is 0.